C64H164N12O20 | wB97M-V/def2-TZVPD

Geometry (Å):
1 C 28.0578 5.8501 4.2240
2 O 26.6136 5.6383 4.5335
3 C 26.4856 4.2498 4.9401
4 C 24.9870 4.0894 5.2295
5 C 24.3334 5.2227 5.9942
6 N 24.7420 2.9066 6.0493
7 H 28.4313 5.0912 3.5365
8 H 28.6176 5.9381 5.1552
9 H 28.1496 6.7404 3.6019
10 H 26.8001 3.6198 4.1081
11 H 27.2702 4.1025 5.6823
12 H 24.6259 3.9577 4.2095
13 H 25.0165 5.4624 6.8091
14 H 23.2912 5.0320 6.2502
15 H 24.4893 6.0962 5.3611
16 H 23.7456 2.9123 5.8839
17 H 25.0724 1.9730 5.8506
18 C 29.8178 12.5695 8.9834
19 O 29.8246 11.7232 7.8719
20 C 28.9680 10.6234 8.0939
21 C 28.8767 9.7732 6.8227
22 C 28.3396 10.6231 5.6417
23 N 27.7217 8.8527 6.9695
24 H 30.1087 12.1728 9.9561
25 H 28.8760 13.1001 9.1233
26 H 30.5547 13.3529 8.8058
27 H 29.3426 10.0185 8.9197
28 H 27.9400 10.8289 8.3924
29 H 29.8008 9.2733 6.5323
30 H 29.0224 11.3155 5.1492
31 H 27.3915 11.0914 5.9059
32 H 27.8682 9.9553 4.9207
33 H 27.8022 8.2674 7.7887
34 H 27.6640 8.2859 6.1355
35 C 40.0994 7.3719 3.5323
36 O 38.7620 7.2115 3.7955
37 C 37.9866 8.0564 4.6083
38 C 36.4645 7.9471 4.2997
39 C 36.1923 8.8918 3.1744
40 N 35.6225 8.3172 5.4382
41 H 40.4133 6.6959 2.7369
42 H 40.7286 7.0055 4.3434
43 H 40.3913 8.3765 3.2265
44 H 38.1641 7.9017 5.6726
45 H 38.3000 9.0833 4.4204
46 H 36.2259 6.9072 4.0762
47 H 36.3355 9.9072 3.5439
48 H 35.1438 8.7404 2.9177
49 H 36.7300 8.7040 2.2450
50 H 34.7080 8.2501 5.0148
51 H 35.7201 9.1757 5.9612
52 C 35.0233 -1.9324 6.2561
53 O 34.8585 -2.4499 7.5745
54 C 33.6547 -2.0784 8.1898
55 C 32.3792 -2.4683 7.4876
56 C 31.1189 -2.1259 8.2188
57 N 32.3721 -3.8339 7.0442
58 H 34.2353 -2.1146 5.5254
59 H 35.9930 -2.3096 5.9314
60 H 34.9622 -0.8553 6.1005
61 H 33.5597 -2.3724 9.2351
62 H 33.6000 -0.9915 8.1274
63 H 32.2601 -2.0713 6.4795
64 H 31.0683 -2.8486 9.0332
65 H 30.2752 -2.3292 7.5593
66 H 31.1536 -1.1040 8.5966
67 H 33.3032 -4.2169 6.9641
68 H 31.8217 -4.5592 7.4815
69 C 29.2430 6.4567 -1.6794
70 O 28.4193 5.7750 -0.7046
71 C 27.0719 6.0159 -0.7028
72 C 26.6264 7.3875 -0.7608
73 N 26.8649 8.0365 0.5048
74 C 26.9736 9.4936 0.5110
75 C 27.0157 10.1069 1.9341
76 O 25.7028 9.9013 2.4969
77 C 24.6673 10.6980 2.0127
78 H 30.2129 5.9644 -1.6078
79 H 29.4352 7.5165 -1.5120
80 H 28.8531 6.4059 -2.6960
81 H 26.3960 5.3905 -0.1195
82 H 26.7019 5.6939 -1.6761
83 H 25.5480 7.3555 -0.9166
84 H 26.9984 7.9415 -1.6226
85 H 26.1872 7.7934 1.2132
86 H 26.2407 9.8529 -0.2114
87 H 27.8974 9.9132 0.1126
88 H 27.1718 11.1812 2.0314
89 H 27.7444 9.6442 2.5996
90 H 24.8520 11.7690 2.0955
91 H 23.7806 10.3403 2.5362
92 H 24.4276 10.4125 0.9884
93 C 38.1685 6.0518 -1.9129
94 O 37.7889 5.1369 -0.8035
95 C 37.2794 5.7447 0.3310
96 C 36.2164 4.8417 1.0160
97 N 36.8185 3.7912 1.9208
98 C 37.6207 2.7550 1.2788
99 C 38.2225 1.8909 2.2753
100 O 39.0132 2.7232 3.1272
101 C 39.5308 1.8516 4.2407
102 H 39.2328 6.2716 -1.8285
103 H 37.6365 7.0029 -1.9322
104 H 38.1663 5.6285 -2.9173
105 H 36.7156 6.5665 -0.1105
106 H 38.0879 6.1725 0.9238
107 H 35.5192 4.3234 0.3576
108 H 35.6102 5.5341 1.6001
109 H 37.4919 4.1512 2.5819
110 H 38.3488 3.2119 0.6086
111 H 36.9916 2.1750 0.6036
112 H 38.8190 1.0477 1.9270
113 H 37.4745 1.3313 2.8368
114 H 40.3376 2.3234 4.8015
115 H 40.0812 1.0092 3.8217
116 H 38.6913 1.4900 4.8345
117 C 34.2396 2.5814 4.9679
118 O 33.8020 3.7529 5.5412
119 C 34.3035 4.9105 4.8900
120 C 33.3125 6.1326 5.1922
121 N 33.2018 6.9981 3.9766
122 C 32.0559 7.9818 3.9987
123 C 32.0905 8.9588 2.8685
124 O 31.8270 8.3187 1.6286
125 C 30.4901 7.8645 1.3368
126 H 34.1491 1.7939 5.7160
127 H 35.2865 2.3044 4.8439
128 H 33.6459 2.2441 4.1183
129 H 34.4015 4.8780 3.8050
130 H 35.3567 5.0834 5.1111
131 H 33.3295 6.6321 6.1608
132 H 32.3312 5.6584 5.2096
133 H 33.0807 6.4159 3.1603
134 H 31.9426 8.5851 4.8994
135 H 31.0964 7.4652 4.0223
136 H 33.0002 9.5563 2.8091
137 H 31.3440 9.7277 3.0678
138 H 29.7004 8.0183 2.0722
139 H 30.5203 6.7753 1.3058
140 H 30.0513 8.2547 0.4185
141 C 29.3045 11.8357 -0.9327
142 O 28.0326 11.5264 -1.5281
143 C 27.2782 12.6043 -2.1468
144 C 27.8046 12.9280 -3.5572
145 N 27.4324 11.9067 -4.4362
146 C 27.9428 12.0231 -5.8568
147 C 27.3237 10.8264 -6.6121
148 O 27.7131 9.5772 -6.0561
149 C 27.5066 8.4172 -6.9357
150 H 29.0763 12.4374 -0.0530
151 H 29.9697 12.4440 -1.5456
152 H 29.8646 11.1352 -0.3132
153 H 27.2475 13.4775 -1.4951
154 H 26.2489 12.2799 -2.2997
155 H 28.8431 13.2548 -3.5032
156 H 27.3491 13.8652 -3.8770
157 H 27.6931 11.0598 -3.9517
158 H 29.0119 11.8223 -5.9256
159 H 27.7633 13.0330 -6.2257
160 H 27.5073 10.9124 -7.6831
161 H 26.2486 10.7333 -6.4585
162 H 26.6616 8.4978 -7.6195
163 H 27.5240 7.5226 -6.3133
164 H 28.4210 8.3848 -7.5282
165 C 30.1322 3.0835 6.4507
166 O 28.9101 2.7294 7.0954
167 C 28.4940 1.3722 7.0943
168 C 27.6714 1.2843 8.3513
169 N 26.2445 1.2540 8.1210
170 C 25.4466 1.6572 9.3823
171 C 23.9035 1.3671 9.1568
172 O 23.4757 0.2083 9.8925
173 C 22.0536 0.0455 9.8345
174 H 30.1556 3.1775 5.3650
175 H 30.9669 2.5452 6.8995
176 H 30.2263 4.1401 6.7013
177 H 29.4144 0.7886 7.1143
178 H 27.9722 1.0390 6.1971
179 H 27.8998 2.1607 8.9579
180 H 27.7336 0.3191 8.8538
181 H 26.0887 2.0051 7.4639
182 H 25.5729 2.7347 9.4878
183 H 25.7088 1.2133 10.3426
184 H 23.5593 1.2266 8.1322
185 H 23.3738 2.2587 9.4923
186 H 21.4467 0.8819 10.1812
187 H 21.8125 -0.8671 10.3795
188 H 21.7334 -0.4175 8.9012
189 C 33.2229 -1.3197 2.8887
190 O 32.0635 -0.6091 2.5629
191 C 32.3507 0.5017 1.6688
192 C 32.9410 0.1970 0.1986
193 N 34.3823 0.0137 0.1569
194 C 34.8742 -1.2812 -0.4928
195 C 36.3379 -1.4899 -0.0061
196 O 36.4640 -1.9533 1.3307
197 C 35.9739 -3.3318 1.5251
198 H 33.4583 -1.8989 1.9958
199 H 33.0344 -1.9556 3.7537
200 H 33.9692 -0.5856 3.1924
201 H 32.9493 1.2738 2.1522
202 H 31.3771 0.9280 1.4273
203 H 32.8590 1.1475 -0.3286
204 H 32.3534 -0.5235 -0.3704
205 H 34.7305 0.0405 1.1046
206 H 34.7898 -1.0797 -1.5607
207 H 34.1857 -2.0785 -0.2128
208 H 36.8595 -0.5617 -0.2394
209 H 36.7216 -2.2402 -0.6973
210 H 36.5653 -3.9398 0.8405
211 H 34.9573 -3.6574 1.3047
212 H 36.2196 -3.5968 2.5534
213 C 34.8001 12.2651 4.2375
214 O 35.9768 11.7151 4.9270
215 C 36.9312 12.7187 5.1910
216 C 37.9965 12.3840 6.3712
217 N 38.9989 11.4366 5.8525
218 C 40.0534 11.0828 6.8505
219 C 41.0393 9.9934 6.5038
220 O 42.2250 10.3702 5.8281
221 C 42.1682 11.3747 4.7787
222 H 34.1212 12.8003 4.9013
223 H 34.2051 11.6150 3.5961
224 H 35.2372 13.0511 3.6216
225 H 36.4270 13.6329 5.5041
226 H 37.5100 12.8753 4.2808
227 H 37.5131 11.8203 7.1692
228 H 38.4709 13.2920 6.7435
229 H 38.6118 10.6812 5.3051
230 H 39.4705 10.7298 7.7012
231 H 40.6593 11.9370 7.1524
232 H 40.5659 9.2603 5.8507
233 H 41.3579 9.4227 7.3761
234 H 41.4759 11.0297 4.0107
235 H 43.1923 11.3733 4.4054
236 H 41.9813 12.3903 5.1276
237 C 32.8060 11.0856 0.0095
238 O 32.1017 12.1942 0.4725
239 C 32.9312 13.2358 1.0208
240 C 32.1618 14.5278 1.1427
241 N 32.0025 15.1418 -0.1836
242 C 30.5922 15.4997 -0.4923
243 C 30.4424 16.5272 -1.6859
244 O 30.1838 15.8021 -2.7825
245 C 30.0519 16.6376 -3.9873
246 H 33.6687 11.1336 -0.6551
247 H 32.1868 10.3296 -0.4733
248 H 33.1475 10.5160 0.8738
249 H 33.7897 13.4923 0.4001
250 H 33.4745 12.9941 1.9344
251 H 32.7950 15.2799 1.6133
252 H 31.1438 14.4062 1.5129
253 H 32.1579 14.4068 -0.8587
254 H 30.1424 15.9208 0.4069
255 H 29.9211 14.6695 -0.7124
256 H 31.3123 17.1794 -1.6084
257 H 29.5686 17.0928 -1.3623
258 H 29.6679 16.0063 -4.7885
259 H 31.0464 17.0366 -4.1873
260 H 29.3206 17.3983 -3.7141

Properties
Lowest unoccupied orbital energy ... 0.469 eV
DFT total energy ... -127834.456 eV
Gap between HOMO and LUMO ... 8.69 eV
Structure (SMILES) ... COC[C@H](C)N.COC[C@H](C)N.COC[C@H](C)N.COC[C@H](C)N.COCCNCCOC.COCCNCCOC.COCCNCCOC.COCCNCCOC.COCCNCCOC.COCCNCCOC.COCCNCCOC.COCCNCCOC
2S+1 ... 1